(1)
Entry from the Open Molecules 2025 dataset: a molecular structure, C16H32Cl10MgO5 (ωB97M-V/def2-TZVPD).

Computed properties:
* E: -5807.03250 Ha
* maximum force: 2.9 eV/Å
* 2S+1: 1
* frontier orbital gap: 7.194 eV
* E_HOMO: -9.30 eV

XYZ file:
```
64
Properties=species:S:1:pos:R:3:forces:R:3
Cl 5.111156 -2.895205 0.716158 0.63 -0.13 0.37
Cl -1.852084 5.000625 -5.966692 0.22 0.51 -0.28
Cl 0.763676 2.759575 -6.943402 -0.48 0.16 -0.06
Cl -0.383714 -0.075225 3.146758 -1.07 -0.21 0.25
Cl 2.205146 0.194525 -3.855582 0.47 -1.12 0.48
Cl -3.917484 3.488265 -4.067582 0.03 -0.43 0.27
Cl 2.672856 -1.607815 3.527088 0.11 -0.06 0.07
Cl -3.879134 -2.639865 1.421428 0.02 -0.41 0.16
Cl 4.337816 0.414095 0.290178 -0.13 -1.21 -0.86
Cl -2.861064 -2.095305 4.625548 0.19 -0.28 -0.30
Mg 0.190806 4.007105 0.048918 -2.18 -1.02 1.67
O 2.024676 -6.185085 2.266738 -1.44 2.05 0.02
O -0.990334 5.082455 1.357158 1.70 -0.34 -1.91
O 1.231786 -4.072035 1.820238 2.11 -0.45 -0.05
O -0.133134 -5.553555 2.646128 1.22 -1.66 0.99
O 0.016226 2.108425 -0.173412 0.50 1.58 0.48
C -1.419764 4.277035 -4.415742 1.61 0.89 -0.44
C -2.180184 3.036655 -4.238982 -1.12 -0.39 0.86
C 1.161376 1.350715 -4.631812 0.54 1.70 0.18
C 1.584066 1.473645 -6.072402 0.18 -1.20 -0.23
C -0.500954 0.923305 -0.694292 0.42 0.56 -0.63
C -0.245714 -2.688655 0.639498 0.87 -0.26 2.08
C -1.421474 4.259085 2.416708 0.55 0.18 -0.78
C 2.202716 0.103995 3.746128 0.10 -0.31 -0.90
C -3.651554 -1.031505 2.122938 0.42 0.33 0.89
C -3.834324 -0.951385 3.665418 -0.54 0.13 -0.31
C 3.779646 -1.020915 -0.765702 -0.59 0.30 0.41
C 0.030196 -3.388775 1.991478 -1.68 0.62 -0.21
C 1.164006 -5.328335 2.262388 -0.21 -1.97 0.06
C 1.200646 0.498645 2.676118 0.15 0.37 0.19
C 3.616806 -2.325625 0.018778 -0.50 0.78 -0.44
C -0.951134 -4.458425 2.408168 -0.93 0.17 -1.34
H -4.858134 -1.114725 4.001918 0.01 -0.01 -0.33
H 0.110436 -2.711925 2.842088 0.34 0.44 -0.41
H -0.952034 4.564405 3.351858 0.02 -0.09 0.26
H -0.348164 4.078445 -4.397802 0.15 -0.38 -0.60
H -1.616024 -4.193695 3.230318 0.43 -0.14 0.22
H -0.128884 -3.397225 -0.180492 -0.34 0.03 0.06
H -1.588534 -4.713865 1.561658 -0.26 -0.05 -0.08
H -1.432894 0.600085 -0.230492 -0.28 0.25 0.05
H 2.813756 -0.665255 -1.124402 -0.14 -0.20 0.18
H 3.094096 0.709775 3.583158 0.05 -0.11 0.45
H -2.503884 4.330605 2.523338 -0.15 -0.20 0.07
H 0.117506 1.089985 -4.457302 0.14 0.10 -0.20
H 0.162866 0.060555 -0.638522 0.50 -0.01 0.38
H 1.371836 0.086205 1.681788 0.46 0.15 0.18
H 1.375296 0.487655 -6.487512 0.00 0.25 -0.69
H 4.368726 -1.166215 -1.671222 0.64 0.37 0.46
H 2.869736 -2.210845 0.804148 0.23 -0.06 0.02
H -2.634654 -0.693125 1.924198 -0.06 -0.20 -0.27
H 3.291586 -3.111795 -0.662592 -0.17 0.16 -0.09
H -1.110914 3.248145 2.152818 -0.45 -0.65 0.73
H -4.339584 -0.418915 1.540308 -0.04 0.32 0.62
H 0.642786 -2.059515 0.693008 -0.39 0.85 -1.00
H 1.460206 2.284625 -4.155762 -0.71 0.16 0.22
H 2.649446 1.674075 -6.186012 -0.10 -0.12 0.34
H -1.467874 5.037605 -3.636432 -0.97 -0.15 0.08
H -1.207034 -2.178325 0.698908 0.29 0.17 -0.42
H 1.768466 0.151855 4.744748 0.24 0.43 -0.16
H -0.624354 1.073175 -1.766872 -0.55 -0.29 -0.32
H -2.145884 2.340085 -5.076662 0.32 0.25 0.04
H -1.837264 2.560215 -3.320552 -0.30 -0.25 0.05
H -3.506534 0.012585 4.054528 -0.13 0.16 -0.47
H 1.134356 1.584935 2.615488 0.04 -0.04 -0.09
```
Forces are in eV/Å.

The computed Löwdin charges, all in e, follow: Cl 0.586; Cl 0.563; Cl 0.598; Cl 0.655; Cl 0.636; Cl 0.544; Cl 0.621; Cl 0.585; Cl 0.469; Cl 0.553; Mg 1.112; O 0.143; O -0.454; O 0.048; O 0.067; O -0.454; C -0.726; C -0.668; C -0.706; C -0.699; C -0.253; C -0.003; C -0.285; C -0.611; C -0.642; C -0.627; C -0.582; C -0.371; C -0.506; C -0.658; C -0.707; C -0.147; H 0.064; H 0.082; H 0.067; H 0.043; H 0.088; H 0.102; H 0.116; H 0.070; H 0.013; H 0.071; H 0.071; H 0.068; H 0.047; H 0.043; H 0.074; H 0.070; H 0.001; H -0.007; H 0.079; H 0.033; H 0.069; H 0.050; H 0.058; H 0.069; H 0.074; H 0.045; H 0.064; H 0.046; H 0.068; H 0.060; H 0.058; H 0.065


(2)
Entry from the Open Molecules 2025 dataset: a molecular structure, C16H32Cl2NiO12 (ωB97M-V/def2-TZVPD).

Computed properties:
* E: -3960.57902 Ha
* maximum force: 1.4 eV/Å
* <S²>: 2.00
* 2S+1: 3
* frontier orbital gap (alpha / beta): 9.563 / 9.495 eV
* energy above the lowest of the compared OMol25 structures with the same formula, charge and spin: 0.0 kJ/mol
* E_HOMO (alpha / beta): -8.94 / -8.88 eV

XYZ file:
```
63
Properties=species:S:1:pos:R:3:forces:R:3
Ni -0.188441 0.202761 -0.205546 -0.06 0.06 0.27
Cl -2.114241 -1.052244 0.638945 0.27 0.20 -0.15
Cl 1.548834 1.654816 -1.025073 -0.10 -0.43 0.06
O -2.677285 3.264430 1.183698 -0.25 -0.19 0.14
O 0.886450 -1.608616 -0.091855 0.02 0.40 -0.13
O 2.399034 0.378613 3.024288 0.01 -0.32 -0.03
O -0.705233 -0.275115 -2.176889 -0.26 0.05 -0.09
O 1.217498 -3.710334 0.580692 0.34 -0.14 -0.42
O -0.474520 -0.096903 -4.399397 -0.36 -0.05 0.07
O -2.359743 -0.790735 -3.614413 -0.08 0.00 -0.27
O 2.100123 -3.078696 -1.285562 -0.14 -0.48 0.29
O 0.584860 -0.419826 3.879931 0.19 0.06 -0.08
O 0.535124 0.408611 1.783589 -0.46 0.21 -0.08
O -1.298032 1.964515 -0.023962 -0.28 0.04 0.05
O -2.083886 3.927056 -0.771713 -0.08 0.27 0.02
C -0.832703 -0.590675 3.858499 -0.59 -0.05 0.71
C 4.621469 0.800153 2.246067 -0.43 0.03 -0.56
C 0.458924 -4.636131 2.599197 -0.40 -1.19 -0.03
C 3.158778 0.775923 1.842832 0.31 0.16 0.62
C -3.721421 2.714204 3.234380 0.39 0.38 0.07
C 0.786283 0.564467 -4.185621 0.48 -0.02 0.21
C 1.357420 -2.707280 -0.254995 0.16 -0.17 -0.25
C -1.157014 -0.375321 -3.301031 0.20 0.07 -0.01
C -1.170373 3.893485 -1.863662 0.68 0.35 -0.45
C 2.138310 -2.177801 -2.381952 0.65 0.41 -0.32
C 1.499108 0.629035 -5.498202 0.47 0.46 -0.64
C -3.254358 -1.060020 -2.519505 -0.18 0.36 0.04
C 1.120827 0.147204 2.806427 0.37 -0.13 0.25
C 0.383620 -3.453785 1.705642 -0.31 1.02 0.96
C -1.962827 2.967987 0.122910 0.19 -0.25 -0.05
C -2.881954 2.157948 2.117228 0.15 0.46 -0.11
H -3.334475 1.344496 1.558014 0.03 -0.18 0.13
H 1.487044 -0.328145 -6.018035 -0.03 -0.06 0.07
H -4.197345 -1.335449 -2.979057 0.07 -0.23 -0.07
H 1.140189 -2.012811 -2.777790 -0.01 0.05 0.05
H 1.461602 -4.820979 2.977028 0.08 0.09 0.00
H 1.113322 1.394623 -6.175459 -0.29 -0.16 0.07
H -1.903122 1.862131 2.485695 0.03 -0.20 -0.16
H 0.133832 -5.524634 2.043984 0.14 0.03 0.12
H -1.102874 -1.017598 4.825626 0.27 -0.02 -0.04
H 2.795504 1.754991 1.546615 -0.01 -0.06 -0.29
H -0.254414 4.433099 -1.607327 -0.11 -0.12 0.19
H 5.182502 1.053903 1.343170 0.12 -0.06 0.12
H 4.923280 -0.187276 2.588283 0.15 0.05 0.12
H 2.543192 0.912816 -5.339952 -0.05 -0.13 0.16
H -1.320046 0.380344 3.804329 0.00 -0.03 -0.26
H 4.823609 1.560403 2.994969 0.00 -0.06 0.16
H 2.620370 -1.238675 -2.098898 -0.34 0.07 0.13
H 1.383652 0.010416 -3.463608 -0.22 0.03 0.03
H 2.980792 0.046891 1.056453 -0.15 0.12 -0.10
H 2.779456 -2.638058 -3.130362 -0.17 -0.20 0.01
H -3.872031 1.964610 4.008354 -0.24 -0.10 -0.08
H 0.614726 1.543021 -3.740488 -0.06 0.00 -0.03
H -1.631208 4.425573 -2.691884 -0.23 -0.17 0.04
H -2.849841 -1.828286 -1.872514 -0.04 -0.05 0.07
H -1.192810 -1.250708 3.075179 0.21 0.19 -0.29
H -0.226966 -4.547255 3.440059 0.04 0.22 0.06
H -0.877594 2.882261 -2.129453 -0.17 -0.08 0.00
H -3.168122 3.537449 3.695348 -0.10 -0.01 0.02
H -4.658193 3.122847 2.862797 -0.16 -0.21 0.09
H 0.736222 -2.568969 2.248703 0.18 -0.02 -0.27
H -0.629677 -3.201316 1.391528 0.03 -0.20 -0.23
H -3.415205 -0.147449 -1.946267 0.18 -0.09 0.11
```
Forces are in eV/Å.

The computed Löwdin charges, all in e, follow: Ni 0.325; Cl 0.072; Cl 0.038; O 0.064; O 0.034; O 0.058; O 0.008; O 0.082; O 0.064; O 0.035; O 0.040; O 0.021; O 0.027; O -0.006; O 0.037; C -0.040; C -0.056; C -0.059; C -0.217; C -0.058; C -0.240; C -0.564; C -0.579; C -0.036; C -0.028; C -0.059; C -0.040; C -0.588; C -0.235; C -0.579; C -0.201; H 0.090; H 0.083; H 0.096; H 0.088; H 0.084; H 0.080; H 0.097; H 0.087; H 0.100; H 0.092; H 0.098; H 0.083; H 0.079; H 0.085; H 0.079; H 0.078; H 0.091; H 0.064; H 0.096; H 0.104; H 0.080; H 0.094; H 0.096; H 0.049; H 0.026; H 0.084; H 0.052; H 0.084; H 0.082; H 0.117; H 0.079; H 0.081


(3)
Entry from the Open Molecules 2025 dataset: a molecular structure, C16H32CuN3O6 (ωB97M-V/def2-TZVPD).

Computed properties:
* net charge: -2
* E: -2884.85531 Ha
* maximum force: 2.4 eV/Å
* 2S+1: 1
* frontier orbital gap: 2.419 eV
* energy above the lowest of the compared OMol25 structures with the same formula, charge and spin: 0.0 kJ/mol
* E_HOMO: 1.37 eV

XYZ file:
```
58
Properties=species:S:1:pos:R:3:forces:R:3
Cu 2.362906 -0.952410 0.611198 -0.20 -2.03 -0.48
O 1.969803 0.007323 2.646625 0.11 0.01 -0.47
O 3.598693 -2.947061 -0.044847 -0.01 0.76 0.14
O 1.867565 -2.959925 1.347889 -0.32 0.99 0.38
O 2.456790 1.310896 -0.051985 -0.25 0.23 0.01
O 3.330720 -4.670972 1.384732 -0.37 0.27 -0.34
O 0.370688 -1.567612 -1.480500 -0.23 0.58 -0.81
N 0.571291 0.452132 4.356196 -0.11 -0.35 -0.42
N -0.980620 -1.594131 -1.824402 -0.72 -0.77 2.01
N 2.465130 3.515430 0.411240 -0.43 1.91 0.94
C -0.239615 1.452585 5.014878 1.10 0.02 0.17
C 2.207952 2.454121 -0.365373 0.68 -1.38 -0.44
C -1.454660 -0.627188 0.377849 -0.05 -0.01 0.68
C 3.039748 3.433914 1.736381 -0.54 0.37 0.95
C 2.927313 -3.558934 0.888936 0.89 -0.34 0.34
C 2.116249 4.848911 -0.013793 -1.19 0.72 0.26
C -1.514196 0.866476 -1.608494 0.80 -0.36 0.87
C -0.747541 -1.139476 -4.242995 -0.50 0.00 0.19
C -1.774302 -0.584495 -1.105870 0.18 -0.44 -1.52
C 1.010097 0.597181 3.068674 -0.27 0.53 1.31
C -1.308790 -2.129860 -3.121350 1.38 1.73 -0.80
C 1.222309 -0.556298 5.181642 -1.18 -0.51 0.01
C -2.798818 -2.265737 -3.327672 -1.13 0.79 -0.53
C -3.259097 -0.837636 -1.353747 -0.09 0.23 0.65
C -0.680060 -3.504313 -3.340193 0.05 -0.27 1.40
C -3.550684 -1.045990 -2.818830 -0.52 -0.09 0.42
H -1.065462 -4.004048 -4.231796 -0.05 0.09 -0.09
H 2.307424 -0.499990 5.165381 0.01 0.11 0.12
H 0.764970 -0.504874 6.172122 0.51 0.36 0.21
H -2.213559 -0.075358 0.952970 -0.10 0.20 -0.16
H -0.482743 -0.185131 0.603202 0.08 -0.12 -0.20
H -3.594925 -1.688452 -0.748142 0.05 -0.14 -0.20
H -0.347348 -1.728482 -5.071788 -0.04 0.32 -0.26
H 4.118567 3.525441 1.636735 0.14 -0.60 0.60
H 2.691170 4.219766 2.425725 0.15 0.90 -0.99
H 1.525638 5.363705 0.755589 0.08 -0.27 0.28
H -1.686426 0.948549 -2.675476 -0.10 0.28 -0.05
H -3.017259 -2.278128 -4.403414 0.24 -0.51 -0.08
H -0.998632 0.987144 5.642515 -0.13 0.12 -0.07
H -3.291681 -0.154890 -3.391143 0.16 0.04 -0.02
H -1.538292 -0.450028 -4.564872 -0.15 -0.31 -0.42
H 1.403526 4.843170 -0.839700 0.44 -0.26 -0.37
H -1.443173 -1.633551 0.798573 0.13 -0.15 -0.37
H 2.923929 5.560623 -0.206041 0.42 -0.48 -0.27
H 0.470937 2.014550 5.637724 -0.48 0.22 0.37
H 0.413080 1.382932 2.575521 0.15 -0.14 -0.63
H -0.673410 2.174392 4.324680 -0.14 -0.29 -0.21
H -4.638272 -1.143426 -2.935293 0.01 -0.25 -0.20
H 0.901384 -1.545934 4.847377 0.46 -0.02 -0.40
H -3.808206 0.035740 -0.978095 -0.09 -0.01 0.02
H -0.462765 1.062514 -1.374151 0.04 0.09 -0.31
H -3.252206 -3.153385 -2.878137 0.36 -0.15 0.12
H -2.127836 1.540388 -1.002236 -0.09 0.28 -0.28
H 0.005849 -0.449856 -3.861196 0.40 -0.61 0.34
H 1.858974 2.745890 -1.369390 -0.30 -0.14 0.05
H -0.976330 -4.041636 -2.431209 -0.05 -0.40 -0.24
H 0.407661 -3.536859 -3.298375 0.01 0.45 -0.21
H 2.616545 2.672292 2.396149 0.84 -1.22 -0.98
```
Forces are in eV/Å.

The computed Löwdin charges, all in e, follow: Cu 0.416; O 0.031; O -0.204; O -0.198; O 0.038; O -0.208; O -0.245; N -0.198; N -0.222; N -0.181; C -0.080; C -0.312; C -0.049; C -0.044; C -0.979; C -0.091; C -0.051; C -0.045; C -0.524; C -0.330; C -0.530; C -0.039; C -0.170; C -0.177; C -0.058; C -0.214; H 0.065; H 0.091; H 0.074; H 0.067; H 0.050; H 0.115; H 0.055; H 0.097; H 0.080; H 0.077; H 0.050; H 0.107; H 0.079; H 0.086; H 0.041; H 0.082; H 0.095; H 0.080; H 0.083; H 0.136; H 0.078; H 0.097; H 0.105; H 0.101; H 0.058; H 0.113; H 0.060; H 0.059; H 0.142; H 0.085; H 0.080; H 0.076


(4)
Entry from the Open Molecules 2025 dataset: a molecular structure, C16H32EuFIOSi (ωB97M-V/def2-TZVPD).

Computed properties:
* net charge: +2
* E: -2100.70731 Ha
* maximum force: 6.5 eV/Å
* <S²>: 15.76
* 2S+1: 8
* frontier orbital gap (alpha / beta): 5.261 / 5.475 eV
* E_HOMO (alpha / beta): -14.50 / -14.50 eV

XYZ file:
```
53
Properties=species:S:1:pos:R:3:forces:R:3
Eu 2.582838 -0.634931 3.008901 -2.25 -2.09 -0.55
I -1.349160 1.153161 -0.622182 -0.06 -0.35 0.04
Si -2.141085 -1.039325 0.181780 -1.50 -1.13 0.33
F -0.893759 1.328558 2.774075 -1.04 -2.24 -0.27
O -3.045114 0.826213 3.386732 5.25 -2.14 -3.22
C -4.052066 -1.297048 -0.055429 -0.59 0.66 0.98
C -4.864139 0.049428 0.405838 -0.49 0.30 -0.93
C -2.028117 0.403452 2.788253 -4.38 1.39 2.89
C 2.484416 -1.836632 -2.013280 -0.08 -0.50 1.90
C -0.165638 -2.284742 -1.683225 0.55 -1.92 -0.50
C 1.345699 -2.738288 -1.262472 -0.04 1.05 -0.74
C -5.559942 2.380387 -0.627727 -0.10 -0.33 0.56
C -5.559920 0.774504 -0.870434 -0.15 1.23 0.30
C -1.173842 -2.555580 -0.458379 0.20 -0.93 -0.73
C 3.360110 0.732419 -1.983487 0.77 -0.70 -0.22
C 3.330290 2.223209 0.269312 0.98 0.43 1.04
C 4.352705 2.426444 1.522116 -0.34 -1.27 -0.41
C 4.529363 0.970805 2.233827 0.68 0.70 0.45
C 2.465407 -0.400902 -1.269806 -0.67 0.04 -1.36
C -1.885316 -1.037693 2.123607 0.80 0.94 1.41
C 4.195933 1.648811 -0.960023 -0.48 0.89 -0.46
H 5.161075 1.138872 -0.564338 -1.74 0.47 -0.66
H 1.367856 -0.044857 -1.293493 1.72 -0.49 0.43
H -4.156627 0.823101 0.905926 -1.22 -1.33 -0.74
H -0.464436 -3.016983 -2.534093 0.45 1.40 1.33
H 2.306381 -1.780857 -3.141101 0.21 0.08 1.66
H 2.707813 1.347876 -2.718590 1.03 -0.87 1.53
H -0.830583 -1.462680 2.360478 -1.47 0.68 -0.36
H -0.630180 -3.093908 0.413252 -0.77 0.90 -1.38
H 1.529911 -3.855143 -1.476391 -0.46 1.76 0.53
H -0.208781 -1.240228 -2.143210 0.11 -1.34 0.95
H 2.752332 -0.581498 -0.150048 -0.19 0.24 -1.39
H 2.826909 3.232623 0.063420 0.68 -1.63 0.04
H -4.487001 2.803633 -0.702263 -1.75 -0.62 0.04
H -6.271050 2.940338 -1.335164 1.24 -0.92 0.93
H 4.398532 0.086996 1.497027 0.29 1.17 0.64
H 3.499426 -2.349685 -1.795188 -1.50 0.90 -0.68
H 2.515440 1.502248 0.654310 0.83 0.89 -0.81
H 1.419234 -2.527820 -0.117806 0.18 -0.49 -1.58
H 5.388295 2.701715 1.114746 -1.60 -0.07 0.85
H -1.964152 -3.323039 -0.827769 1.15 1.35 0.76
H -6.672284 0.475766 -0.961446 1.93 0.13 0.05
H 5.544527 0.864757 2.777920 -1.68 0.05 -0.81
H 3.957181 3.141073 2.321647 0.80 -0.83 -1.24
H -5.941814 2.576629 0.448523 0.64 -0.25 -1.73
H -4.391399 -2.119013 0.693502 0.82 0.97 -1.50
H -4.307020 -1.592352 -1.130891 0.28 0.33 1.58
H -2.661814 -1.735534 2.626694 1.26 1.35 -0.76
H -5.725164 -0.197033 1.140970 1.71 0.30 -1.06
H -5.013237 0.559731 -1.863354 -0.85 0.13 1.59
H 4.575409 2.575374 -1.546704 -0.55 -1.55 1.01
H 4.135615 0.196731 -2.661726 -1.25 0.89 1.14
H 3.710946 0.860919 3.057161 2.62 2.38 -0.88
```
Forces are in eV/Å.

The computed Löwdin charges, all in e, follow: Eu 1.819; I 0.648; Si 0.236; F -0.097; O 0.102; C -0.284; C -0.268; C -0.404; C -0.187; C -0.261; C -0.205; C -0.139; C -0.257; C -0.304; C -0.179; C -0.200; C -0.184; C -0.204; C -0.239; C -0.204; C -0.195; H 0.121; H 0.038; H 0.061; H 0.127; H 0.135; H 0.137; H 0.051; H 0.076; H 0.127; H 0.057; H 0.054; H 0.135; H 0.057; H 0.081; H 0.052; H 0.120; H 0.067; H 0.069; H 0.133; H 0.104; H 0.117; H 0.129; H 0.129; H 0.085; H 0.097; H 0.088; H 0.125; H 0.127; H 0.105; H 0.138; H 0.127; H -0.069